1.
{"formula": "C20H25N3O4", "method": "ωB97M-V/def2-TZVPD", "total_energy_ev": -33806.3065, "homo_lumo_gap_ev": 9.6, "e_lumo_ev": 0.80, "smiles": "O=C(NCCc1ccccc1)C(=O)NC[C@H](c1ccco1)N1CCOCC1", "species": ["O", "C", "N", "C", "C", "C", "C", "C", "C", "C", "C", "C", "O", "N", "C", "C", "C", "C", "C", "C", "O", "N", "C", "C", "O", "C", "C", "H", "H", "H", "H", "H", "H", "H", "H", "H", "H", "H", "H", "H", "H", "H", "H", "H", "H", "H", "H", "H", "H", "H", "H", "H"], "xyz": [[-1.998, -2.332, -1.260], [-2.082, -2.134, -0.059], [-3.199, -2.160, 0.671], [-4.518, -2.199, 0.092], [-5.241, -0.856, 0.283], [-4.325, 0.277, -0.092], [-3.978, 0.497, -1.419], [-3.078, 1.493, -1.754], [-2.518, 2.287, -0.767], [-2.868, 2.081, 0.556], [-3.759, 1.077, 0.890], [-0.838, -1.848, 0.788], [-0.912, -1.565, 1.972], [0.274, -1.931, 0.054], [1.618, -1.723, 0.523], [2.374, -0.659, -0.301], [3.821, -1.046, -0.358], [4.629, -1.362, -1.412], [5.895, -1.676, -0.860], [5.758, -1.528, 0.485], [4.508, -1.151, 0.796], [2.252, 0.677, 0.274], [2.951, 1.665, -0.534], [2.916, 3.018, 0.174], [1.595, 3.446, 0.393], [0.901, 2.488, 1.155], [0.881, 1.119, 0.474], [-3.091, -1.911, 1.648], [-4.376, -2.409, -0.971], [-5.097, -3.010, 0.544], [-5.546, -0.752, 1.326], [-6.138, -0.851, -0.340], [-4.411, -0.119, -2.194], [-2.812, 1.648, -2.789], [-1.815, 3.065, -1.027], [-2.447, 2.702, 1.333], [-4.018, 0.918, 1.928], [0.125, -2.170, -0.921], [2.166, -2.670, 0.452], [1.574, -1.425, 1.572], [1.983, -0.685, -1.339], [4.360, -1.368, -2.448], [6.776, -1.968, -1.393], [6.448, -1.657, 1.295], [3.989, 1.355, -0.666], [2.483, 1.765, -1.531], [3.394, 3.784, -0.439], [3.446, 2.931, 1.134], [-0.114, 2.866, 1.276], [1.375, 2.385, 2.143], [0.354, 0.429, 1.129], [0.335, 1.193, -0.483]], "atomic_forces_ev_per_a": [[0.0, 0.0, -0.1], [-0.1, -0.1, -0.1], [-0.1, 0.0, 0.4], [-0.2, 0.0, -0.2], [0.2, -0.1, -0.1], [-0.2, 0.1, 0.1], [0.0, 0.0, 0.1], [0.0, 0.0, -0.1], [0.1, 0.1, 0.0], [0.1, 0.1, 0.1], [-0.1, 0.0, 0.0], [0.2, 0.0, 0.0], [0.0, 0.0, 0.1], [-0.1, -0.1, -0.4], [0.1, 0.0, 0.1], [0.2, -0.1, 0.4], [-0.1, -0.1, -1.1], [-0.5, 0.2, 0.4], [0.1, 0.0, 0.6], [0.7, -0.3, -0.6], [-0.4, 0.2, 0.4], [0.0, -0.1, -0.1], [0.1, 0.3, 0.2], [0.3, -0.2, -0.2], [-0.1, 0.2, -0.1], [-0.2, -0.3, 0.0], [0.0, 0.3, 0.2], [0.1, 0.0, -0.1], [-0.1, 0.0, 0.1], [0.0, 0.0, -0.1], [-0.1, 0.0, 0.0], [-0.1, 0.0, 0.1], [0.0, -0.1, -0.1], [0.0, 0.0, -0.1], [0.1, 0.1, 0.0], [0.0, 0.1, 0.1], [0.0, 0.0, 0.1], [-0.1, 0.0, 0.2], [-0.1, 0.1, 0.1], [0.1, -0.1, -0.1], [0.1, 0.0, 0.1], [-0.2, 0.0, -0.2], [0.2, -0.1, 0.0], [0.0, 0.0, 0.2], [0.0, 0.1, 0.0], [0.1, 0.0, 0.0], [0.0, -0.1, 0.1], [0.0, 0.0, -0.1], [0.0, -0.1, 0.1], [-0.1, 0.0, 0.0], [-0.1, 0.0, 0.0], [0.0, 0.0, 0.0]], "nbo_charge": [-0.634, 0.594, -0.589, -0.221, -0.447, 0.073, -0.241, -0.200, -0.228, -0.199, -0.250, 0.584, -0.635, -0.584, -0.235, -0.106, 0.349, -0.335, -0.316, 0.084, -0.414, -0.434, -0.256, -0.072, -0.524, -0.069, -0.265, 0.423, 0.229, 0.202, 0.206, 0.223, 0.212, 0.214, 0.218, 0.211, 0.208, 0.427, 0.211, 0.244, 0.183, 0.230, 0.229, 0.204, 0.215, 0.167, 0.193, 0.167, 0.191, 0.168, 0.223, 0.173]}


2.
{"formula": "C20H25N5O4", "method": "ωB97M-V/def2-TZVPD", "total_energy_ev": -36781.7873, "homo_lumo_gap_ev": 6.8, "e_lumo_ev": 0.17, "species": ["C", "O", "C", "C", "C", "C", "C", "C", "C", "O", "N", "C", "C", "O", "N", "C", "C", "O", "C", "C", "H", "H", "H", "H", "H", "H", "H", "H", "H", "H", "H", "H", "H", "H", "C", "C", "N", "C", "N", "C", "C", "C", "N", "H", "H", "H", "H", "H", "H", "H", "H", "H", "H", "H"], "xyz": [[0.140, -5.876, 0.373], [1.227, -5.421, 1.230], [1.402, -4.088, 1.418], [2.314, -3.637, 2.415], [2.401, -2.261, 2.737], [1.687, -1.270, 2.043], [1.684, 0.176, 2.648], [0.439, 0.870, 2.175], [0.435, 2.286, 2.164], [1.437, 3.056, 2.064], [-0.789, 2.964, 2.251], [-0.683, 4.389, 2.074], [-2.061, 2.384, 2.192], [-3.103, 3.027, 2.118], [-2.105, 0.979, 2.244], [-3.458, 0.444, 2.318], [-0.948, 0.195, 2.523], [-1.082, -0.931, 2.999], [0.868, -1.745, 0.974], [0.694, -3.106, 0.645], [0.196, -6.962, 0.472], [-0.841, -5.520, 0.723], [0.299, -5.591, -0.678], [2.894, -4.439, 2.943], [2.967, -2.054, 3.656], [1.962, -0.069, 3.835], [-1.693, 4.781, 2.115], [-0.040, 4.756, 2.874], [-0.197, 4.564, 1.112], [-3.429, -0.639, 2.247], [-3.902, 0.784, 3.253], [-3.989, 0.902, 1.490], [0.182, -1.001, 0.473], [-0.032, -3.383, -0.177], [5.360, 0.913, 3.009], [3.979, 0.620, 2.322], [2.769, 0.802, 3.070], [3.006, 1.729, 4.189], [4.158, 2.377, 4.487], [5.373, 2.254, 3.725], [4.015, 3.385, 5.503], [2.595, 3.156, 6.005], [2.111, 2.086, 5.177], [5.504, 0.102, 3.777], [6.164, 0.859, 2.255], [3.911, 1.198, 1.411], [3.968, -0.425, 1.990], [6.230, 2.261, 4.458], [5.500, 3.119, 3.013], [4.824, 3.240, 6.290], [4.152, 4.391, 4.986], [2.600, 2.856, 7.063], [1.998, 4.062, 5.820], [1.207, 1.722, 5.184]], "atomic_forces_ev_per_a": [[0.7, 0.2, 0.5], [-0.4, -0.2, -0.3], [-0.3, 1.8, -0.7], [-0.5, -0.6, -0.4], [-0.1, -1.5, -0.2], [0.9, -0.9, 0.3], [-6.6, -4.7, 1.7], [-2.4, 0.3, 1.8], [0.9, 0.3, -0.5], [-0.3, -1.3, 0.4], [-1.3, -0.8, -0.3], [-0.1, 0.1, 0.0], [0.3, -0.5, -0.1], [0.8, -0.1, 0.1], [1.3, 0.9, 0.1], [0.4, 0.2, 0.0], [2.0, 0.6, 0.0], [0.1, 0.9, -0.6], [-0.7, 1.1, 0.1], [0.4, -0.1, 0.6], [-0.1, 0.2, -0.1], [0.4, 0.0, 0.0], [0.0, 0.0, 0.4], [-0.6, 1.1, -0.3], [-0.1, 0.3, -0.5], [-4.5, -2.1, -0.6], [0.1, 0.3, 0.0], [-0.2, 0.4, -0.2], [-0.1, 0.4, 0.1], [0.1, 0.1, 0.1], [-0.3, -0.3, 0.0], [-0.3, -0.2, 0.0], [1.1, -0.9, 0.4], [1.0, 0.4, 1.2], [-1.1, -1.0, 0.5], [2.0, 0.0, -1.5], [9.8, 8.0, 3.1], [-2.1, -1.5, -1.0], [0.1, -1.2, -1.6], [1.0, 0.3, -0.1], [1.2, 0.9, -0.1], [-0.3, 0.6, 0.5], [1.7, -1.2, -2.2], [0.1, 0.7, -0.7], [-0.5, -0.1, 0.4], [-0.1, 0.4, -0.4], [0.3, 0.2, 0.1], [-0.7, 0.2, -0.7], [-0.2, -0.7, 0.6], [-1.0, 0.3, -0.9], [-0.2, -1.0, 1.0], [-0.2, 0.3, -0.3], [0.1, -0.3, 0.5], [-1.6, -0.4, -0.1]], "nbo_charge": [-0.256, -0.504, 0.314, -0.276, -0.223, 0.041, -0.093, -0.429, 0.607, -0.753, -0.474, -0.405, 0.802, -0.655, -0.484, -0.405, 0.688, -0.650, -0.182, -0.311, 0.201, 0.189, 0.181, 0.223, 0.198, 0.252, 0.231, 0.200, 0.208, 0.226, 0.201, 0.219, 0.234, 0.226, -0.414, -0.229, -0.383, 0.706, -0.408, -0.209, -0.201, -0.225, -0.578, 0.209, 0.241, 0.213, 0.231, 0.209, 0.207, 0.211, 0.211, 0.213, 0.219, 0.433]}


3.
{"formula": "C20H25N5O4", "method": "ωB97M-V/def2-TZVPD", "total_energy_ev": -36788.2843, "homo_lumo_gap_ev": 8.5, "e_lumo_ev": 0.25, "smiles": "CCCCCCc1nc(C(N)=O)c2[nH]c(=O)n(-c3ccc(OC)cc3OC)c2n1", "species": ["C", "C", "C", "C", "C", "C", "C", "N", "C", "C", "N", "O", "C", "N", "C", "O", "N", "C", "C", "C", "C", "O", "C", "C", "C", "O", "C", "C", "N", "H", "H", "H", "H", "H", "H", "H", "H", "H", "H", "H", "H", "H", "H", "H", "H", "H", "H", "H", "H", "H", "H", "H", "H", "H"], "xyz": [[4.888, -4.041, 3.377], [3.889, -3.166, 2.629], [3.619, -1.858, 3.370], [2.586, -0.972, 2.673], [3.122, -0.310, 1.406], [2.056, 0.524, 0.701], [0.950, -0.294, 0.104], [1.136, -1.592, -0.039], [0.164, -2.347, -0.572], [0.366, -3.819, -0.690], [1.548, -4.230, -0.201], [-0.479, -4.546, -1.178], [-1.001, -1.739, -0.988], [-2.174, -2.152, -1.547], [-3.011, -1.071, -1.738], [-4.118, -1.083, -2.206], [-2.314, 0.050, -1.269], [-2.791, 1.376, -1.358], [-4.038, 1.707, -0.868], [-4.512, 3.006, -0.944], [-3.713, 3.989, -1.513], [-4.053, 5.300, -1.635], [-5.315, 5.713, -1.164], [-2.455, 3.656, -2.022], [-1.987, 2.355, -1.969], [-0.809, 1.932, -2.489], [0.072, 2.891, -3.022], [-1.091, -0.334, -0.809], [-0.146, 0.388, -0.251], [5.838, -3.523, 3.492], [5.067, -4.969, 2.837], [4.513, -4.289, 4.368], [4.281, -2.952, 1.633], [2.948, -3.709, 2.515], [4.555, -1.305, 3.481], [3.259, -2.097, 4.374], [1.710, -1.571, 2.421], [2.265, -0.190, 3.366], [3.481, -1.069, 0.712], [3.962, 0.337, 1.667], [2.512, 1.095, -0.113], [1.608, 1.246, 1.385], [1.804, -5.201, -0.225], [2.168, -3.534, 0.182], [-2.378, -3.111, -1.786], [-4.651, 0.935, -0.429], [-5.491, 3.230, -0.557], [-5.370, 6.780, -1.369], [-6.126, 5.201, -1.690], [-5.415, 5.546, -0.087], [-1.880, 4.449, -2.469], [0.958, 2.337, -3.328], [-0.360, 3.394, -3.893], [0.351, 3.636, -2.270]], "atomic_forces_ev_per_a": [[-0.1, 0.0, -0.2], [0.2, 0.1, 0.3], [-0.3, -0.1, -0.2], [0.3, 0.0, 0.0], [-0.3, 0.1, 0.1], [0.3, -0.1, 0.1], [0.1, -0.1, 0.1], [0.2, 0.0, 0.0], [-0.8, 0.5, -0.3], [0.3, 0.0, 0.1], [0.2, -0.1, 0.1], [-0.4, -0.1, -0.2], [0.8, 0.2, 0.3], [0.0, -0.3, 0.0], [-0.4, -0.3, -0.3], [-0.2, 0.1, -0.1], [0.1, 0.1, 0.0], [-0.1, 0.3, 0.0], [0.3, 0.0, -0.1], [-0.2, 0.3, 0.0], [0.1, -0.2, 0.0], [0.3, -0.2, -0.1], [-0.2, 0.1, 0.1], [0.1, 0.1, 0.0], [-0.2, -0.1, 0.0], [-0.5, -0.1, 0.1], [0.2, 0.2, -0.1], [0.8, -0.7, 0.4], [-0.6, 0.1, -0.2], [0.1, 0.0, 0.0], [0.1, -0.1, 0.0], [0.0, 0.0, 0.1], [-0.1, 0.0, -0.1], [-0.1, 0.0, -0.1], [0.1, 0.0, 0.1], [0.1, 0.0, 0.1], [-0.1, 0.0, 0.1], [-0.1, 0.0, 0.0], [0.1, 0.0, 0.0], [0.1, 0.0, 0.0], [0.0, 0.1, 0.0], [0.0, 0.1, 0.0], [-0.1, 0.0, 0.0], [0.0, 0.0, 0.0], [-0.1, 0.1, 0.0], [0.0, -0.1, 0.0], [-0.1, 0.1, 0.0], [0.0, -0.1, 0.0], [0.0, 0.0, 0.0], [0.0, 0.0, 0.0], [0.1, 0.1, -0.1], [0.0, 0.1, 0.0], [0.0, 0.0, 0.0], [0.0, 0.0, 0.0]], "nbo_charge": [-0.599, -0.396, -0.388, -0.396, -0.397, -0.429, 0.419, -0.500, 0.056, 0.648, -0.808, -0.631, 0.141, -0.595, 0.782, -0.598, -0.423, 0.047, -0.138, -0.359, 0.411, -0.508, -0.254, -0.368, 0.340, -0.489, -0.250, 0.403, -0.456, 0.202, 0.206, 0.202, 0.190, 0.192, 0.192, 0.200, 0.205, 0.199, 0.207, 0.202, 0.223, 0.223, 0.407, 0.424, 0.457, 0.232, 0.223, 0.201, 0.179, 0.177, 0.230, 0.202, 0.179, 0.182]}


4.
{"formula": "C20H25N5O4S", "method": "ωB97M-V/def2-TZVPD", "total_energy_ev": -47619.5544, "homo_lumo_gap_ev": 8.8, "e_lumo_ev": 0.17, "smiles": "CCOc1cc(S(=O)(=O)NCCc2ccccc2C)c(OCC)cc1-n1cnnn1", "species": ["C", "C", "O", "C", "C", "C", "S", "O", "O", "N", "C", "C", "C", "C", "C", "C", "C", "C", "C", "C", "O", "C", "C", "C", "C", "N", "C", "N", "N", "N", "H", "H", "H", "H", "H", "H", "H", "H", "H", "H", "H", "H", "H", "H", "H", "H", "H", "H", "H", "H", "H", "H", "H", "H", "H"], "xyz": [[1.616, -4.884, -0.316], [1.968, -4.280, -1.670], [0.824, -3.829, -2.383], [0.185, -2.699, -1.983], [0.660, -1.817, -1.015], [-0.045, -0.688, -0.670], [0.604, 0.370, 0.623], [1.882, -0.171, 0.993], [-0.402, 0.527, 1.628], [0.839, 1.789, -0.216], [0.139, 2.977, 0.219], [0.974, 3.853, 1.165], [1.554, 3.035, 2.288], [2.872, 2.608, 2.182], [3.454, 1.812, 3.149], [2.711, 1.434, 4.251], [1.403, 1.864, 4.373], [0.804, 2.660, 3.405], [-0.632, 3.050, 3.575], [-1.261, -0.366, -1.270], [-1.858, 0.766, -0.863], [-3.161, 1.070, -1.344], [-3.640, 2.310, -0.607], [-1.746, -1.232, -2.244], [-1.038, -2.379, -2.595], [-1.614, -3.192, -3.577], [-1.154, -4.270, -4.266], [-2.091, -4.667, -5.085], [-3.119, -3.845, -4.903], [-2.864, -2.973, -4.028], [1.189, -4.137, 0.348], [0.896, -5.688, -0.445], [2.514, -5.287, 0.143], [2.697, -3.469, -1.563], [2.394, -5.046, -2.323], [1.588, -1.977, -0.492], [1.825, 1.930, -0.373], [-0.151, 3.551, -0.668], [-0.759, 2.615, 0.718], [0.342, 4.657, 1.544], [1.788, 4.307, 0.594], [3.458, 2.907, 1.322], [4.477, 1.484, 3.038], [3.147, 0.807, 5.014], [0.823, 1.566, 5.235], [-1.251, 2.355, 3.009], [-0.829, 4.060, 3.224], [-0.920, 2.983, 4.622], [-3.126, 1.255, -2.426], [-3.836, 0.227, -1.151], [-4.654, 2.552, -0.914], [-2.989, 3.151, -0.825], [-3.624, 2.126, 0.464], [-2.678, -1.056, -2.755], [-0.188, -4.705, -4.154]], "atomic_forces_ev_per_a": [[-0.1, 0.2, -0.3], [0.2, -0.3, 0.3], [-0.2, 0.1, -0.2], [-0.4, 0.3, 0.0], [0.1, -0.2, -0.1], [0.0, 0.4, 0.5], [0.2, -0.4, -0.6], [0.0, 0.0, -0.3], [-0.1, 0.2, -0.2], [0.0, -0.7, 0.4], [-0.4, 0.4, 0.1], [-0.1, -0.3, 0.0], [0.2, 0.3, 0.0], [0.0, 0.1, 0.1], [0.1, 0.0, 0.0], [0.1, 0.0, 0.0], [0.0, 0.0, 0.0], [0.1, 0.0, 0.1], [0.0, -0.1, -0.1], [0.1, -0.4, -0.2], [-0.1, 0.1, 0.0], [-0.3, 0.2, -0.1], [0.3, -0.4, -0.2], [0.0, 0.2, 0.2], [0.4, 0.5, 0.7], [0.2, -1.3, -0.9], [-0.2, 0.3, 0.2], [0.8, -0.7, -0.2], [-0.8, 0.0, -0.4], [-0.3, 1.0, 0.7], [0.0, 0.0, 0.1], [0.0, -0.1, 0.0], [0.1, 0.0, 0.1], [0.0, -0.1, -0.1], [0.0, 0.2, 0.1], [0.1, -0.1, 0.0], [0.2, -0.2, 0.0], [-0.1, -0.1, 0.1], [-0.1, 0.3, -0.1], [0.0, 0.1, -0.1], [0.0, 0.1, 0.0], [0.0, 0.0, -0.1], [0.1, 0.0, 0.0], [0.0, 0.0, 0.1], [-0.1, 0.0, 0.1], [-0.2, 0.0, 0.0], [-0.1, 0.1, 0.0], [-0.1, 0.0, 0.0], [0.0, -0.1, 0.1], [0.1, 0.0, -0.1], [-0.1, 0.0, 0.0], [0.0, 0.1, 0.0], [0.0, 0.0, 0.1], [0.0, 0.1, 0.0], [0.2, 0.0, 0.1]], "nbo_charge": [-0.640, -0.062, -0.509, 0.246, -0.266, -0.279, 2.318, -0.945, -0.931, -0.865, -0.223, -0.440, -0.034, -0.199, -0.209, -0.202, -0.194, -0.002, -0.640, 0.308, -0.497, -0.062, -0.620, -0.306, 0.187, -0.222, 0.165, -0.297, -0.050, -0.073, 0.218, 0.218, 0.223, 0.178, 0.197, 0.255, 0.406, 0.197, 0.232, 0.222, 0.205, 0.197, 0.211, 0.211, 0.205, 0.237, 0.206, 0.218, 0.177, 0.182, 0.219, 0.211, 0.220, 0.258, 0.240]}